Record 1
Computed, not measured: a 2-piece molecular cluster, C14H16 overall, with the ωB97M-V functional and the def2-TZVPD basis.

For the energy, the calculation gives -14777.343 eV. For the HOMO energy, the calculation gives -8.818 eV. Its structure (SMILES) is Cc1ccccc1.Cc1ccccc1. Its molecular weight is 184.28 g/mol.

CARTESIAN COORDINATES (ANGSTROEM)
C -1.399 0.680 3.474
C -1.208 -0.380 -0.147
C -0.968 -0.328 1.213
C -2.284 0.316 -0.694
C -1.782 0.477 2.033
C -3.081 1.119 0.099
C -2.758 1.258 1.444
H -0.593 -1.031 -0.757
H -0.141 -0.834 1.688
H -2.588 0.012 -1.682
H -3.933 1.659 -0.306
H -0.850 -0.162 3.889
H -2.241 0.916 4.119
H -3.255 1.963 2.092
H -0.750 1.548 3.576
C 2.916 -1.071 0.956
C 1.111 0.014 -2.767
C 1.560 -1.283 -2.562
C 1.350 0.981 -1.790
C 2.114 -1.655 -1.345
C 1.892 0.624 -0.576
C 2.304 -0.694 -0.365
H 0.475 0.223 -3.621
H 1.439 -1.960 -3.396
H 1.142 1.988 -2.134
H 2.389 -2.686 -1.153
H 1.965 1.305 0.259
H 3.595 -0.272 1.253
H 3.498 -1.991 0.875
H 2.159 -1.167 1.731

In elementary charge units, the natural (NBO) charges are: atom 1 (C): -0.631, atom 2 (C): -0.198, atom 3 (C): -0.211, atom 4 (C): -0.222, atom 5 (C): -0.014, atom 6 (C): -0.205, atom 7 (C): -0.222, atom 8 (H): 0.222, atom 9 (H): 0.201, atom 10 (H): 0.210, atom 11 (H): 0.213, atom 12 (H): 0.214, atom 13 (H): 0.216, atom 14 (H): 0.205, atom 15 (H): 0.217, atom 16 (C): -0.627, atom 17 (C): -0.227, atom 18 (C): -0.209, atom 19 (C): -0.198, atom 20 (C): -0.224, atom 21 (C): -0.211, atom 22 (C): -0.015, atom 23 (H): 0.214, atom 24 (H): 0.212, atom 25 (H): 0.216, atom 26 (H): 0.211, atom 27 (H): 0.213, atom 28 (H): 0.217, atom 29 (H): 0.216, atom 30 (H): 0.215

---

Record 2
Computed, not measured: a 2-piece molecular cluster, C14H16 overall, with the ωB97M-V functional and the def2-TZVPD basis.

For the energy, the calculation gives -14777.293 eV. For the HOMO energy, the calculation gives -8.977 eV. Its structure (SMILES) is Cc1ccccc1.Cc1ccccc1. Its molecular weight is 184.28 g/mol.

CARTESIAN COORDINATES (ANGSTROEM)
C 1.374 -2.226 3.356
C -1.936 -2.027 0.541
C -2.032 -2.724 1.744
C -0.736 -1.358 0.289
C -1.021 -2.694 2.689
C 0.327 -1.474 1.176
C 0.205 -2.078 2.414
H -2.800 -1.902 -0.093
H -2.945 -3.274 1.949
H -0.563 -1.135 -0.754
H -1.229 -3.247 3.595
H 1.266 -1.053 0.823
H 2.157 -2.728 2.800
H 1.103 -2.828 4.219
H 1.748 -1.266 3.712
C 2.495 1.767 -1.535
C -0.832 2.353 -3.288
C 0.523 2.105 -3.081
C -1.672 2.519 -2.211
C 1.027 1.983 -1.793
C -1.181 2.479 -0.903
C 0.154 2.160 -0.728
H -1.202 2.336 -4.304
H 1.169 1.935 -3.935
H -2.720 2.771 -2.336
H -1.863 2.492 -0.065
H 2.982 2.591 -1.022
H 3.008 1.640 -2.493
H 0.546 2.078 0.277
H 2.650 0.804 -1.042

In elementary charge units, the natural (NBO) charges are: atom 1 (C): -0.628, atom 2 (C): -0.222, atom 3 (C): -0.203, atom 4 (C): -0.196, atom 5 (C): -0.222, atom 6 (C): -0.229, atom 7 (C): -0.002, atom 8 (H): 0.213, atom 9 (H): 0.207, atom 10 (H): 0.215, atom 11 (H): 0.209, atom 12 (H): 0.205, atom 13 (H): 0.220, atom 14 (H): 0.215, atom 15 (H): 0.219, atom 16 (C): -0.631, atom 17 (C): -0.212, atom 18 (C): -0.214, atom 19 (C): -0.223, atom 20 (C): -0.014, atom 21 (C): -0.193, atom 22 (C): -0.216, atom 23 (H): 0.213, atom 24 (H): 0.207, atom 25 (H): 0.210, atom 26 (H): 0.215, atom 27 (H): 0.223, atom 28 (H): 0.212, atom 29 (H): 0.208, atom 30 (H): 0.216

---

The strongest force on any atom results, record by record, are as follows: 1.30, 1.89 eV/Å.
The frontier orbital gap results, record by record, are as follows: 9.8, 9.9 eV.
The ΔE to the lowest compared entry with this formula, charge and spin results, record by record, are as follows: 9.7, 10.9 kcal per mole.